No. 1
147
Properties=species:S:1:pos:R:3:forces:R:3:mulliken_spin:R:1 method="wB97M-V/def2-TZVPD" homo_ha="-0.337 / -0.337" homo_lumo_gap_ev="5.9439 / 5.8901" multiplicity=2 charge=+1
Rh 0.869 0.367 -1.751 0.52 -0.41 1.02 -0.01
C -2.466 1.963 -4.051 0.08 -0.07 -0.05 0.00
C -1.511 2.892 -3.320 0.04 0.03 -0.03 0.00
C -1.505 4.244 -4.036 -0.02 0.06 0.07 0.00
P 0.197 2.272 -2.923 -0.13 -0.03 -0.23 0.00
C 0.587 3.396 -1.518 -0.16 -0.09 0.16 0.00
N -0.280 3.103 -0.379 -0.07 0.60 -0.01 0.00
Ge -0.442 1.286 0.235 -0.43 0.03 -1.15 0.00
N 0.403 1.275 1.935 0.14 -0.25 1.26 0.00
C 1.561 0.556 2.452 -0.08 -0.01 -0.11 0.03
P 2.848 -0.103 1.388 -0.16 0.02 0.07 0.03
C 4.078 1.196 1.034 0.06 0.07 0.02 0.00
C 3.318 2.474 0.698 -0.05 0.06 -0.05 0.00
C 5.104 1.465 2.135 -0.03 -0.04 0.02 0.00
C 3.564 -1.482 2.340 0.01 -0.12 0.02 -0.01
C 4.754 -2.114 1.612 -0.02 0.05 -0.06 0.00
C 3.865 -1.173 3.809 0.00 0.00 0.01 0.00
C -0.169 2.010 3.010 -0.02 0.16 -0.27 0.01
C 0.335 2.074 4.316 0.07 0.11 -0.04 -0.01
C -0.192 2.971 5.233 -0.04 0.12 0.10 0.00
C -1.220 3.836 4.899 0.02 -0.06 -0.04 0.00
C -1.805 3.709 3.646 0.07 -0.11 0.05 0.00
C -1.315 2.765 2.766 0.11 -0.31 -0.48 0.00
N -1.979 2.383 1.532 -0.20 0.58 0.30 0.00
C -2.351 3.542 0.727 0.18 -0.22 0.11 0.00
C -3.545 4.216 0.889 0.03 0.02 -0.04 0.00
C -3.768 5.403 0.203 -0.02 -0.02 0.03 0.00
C -2.764 5.894 -0.613 0.00 0.05 -0.03 0.00
C -1.582 5.193 -0.808 -0.02 -0.06 0.07 0.00
C -1.363 3.963 -0.174 0.07 -0.08 0.02 0.00
C -3.093 1.481 1.758 0.17 0.12 -0.19 0.01
C -3.955 1.510 2.831 0.00 -0.05 -0.07 0.00
C -5.084 0.694 2.813 -0.03 0.02 0.01 0.00
C -5.324 -0.110 1.714 0.00 0.05 -0.03 0.00
C -4.415 -0.183 0.660 0.01 -0.03 0.05 0.00
C -3.248 0.584 0.698 0.24 0.15 0.08 -0.01
N -2.195 0.553 -0.217 -0.47 -0.35 0.12 0.00
C -2.400 -0.454 -1.225 -0.04 0.09 -0.14 0.01
P -0.874 -0.991 -2.063 0.17 0.16 0.14 -0.01
C -0.754 -2.798 -1.599 0.20 0.05 0.00 0.01
C -0.319 -3.094 -0.167 -0.16 0.01 0.12 -0.11
C -2.054 -3.573 -1.857 0.02 -0.07 -0.16 0.00
C -1.163 -1.071 -3.904 -0.07 -0.12 -0.06 0.00
C -0.212 -2.058 -4.595 -0.07 -0.09 0.05 0.00
C -2.591 -1.354 -4.389 -0.06 0.09 -0.04 0.00
C 1.366 2.732 -4.275 -0.02 0.04 -0.06 0.00
C 1.581 4.208 -4.626 0.03 0.03 0.02 0.00
C 1.067 1.906 -5.528 -0.07 0.03 -0.01 0.00
H -3.425 2.469 -4.180 0.01 0.01 0.01 0.00
H -2.649 1.063 -3.480 0.01 0.04 0.00 0.00
H -2.106 1.686 -5.046 0.00 -0.01 0.03 0.00
H -1.919 3.035 -2.316 -0.03 0.00 0.02 0.00
H -1.265 4.123 -5.093 -0.02 -0.01 0.00 0.00
H -0.817 4.970 -3.608 0.00 -0.03 -0.02 0.00
H -2.509 4.669 -3.971 0.01 0.01 0.00 0.00
H 0.478 4.430 -1.831 0.03 0.03 -0.04 0.00
H 1.645 3.278 -1.286 0.06 -0.01 0.09 0.00
H 1.251 -0.300 3.065 0.02 0.03 0.05 0.00
H 2.123 1.217 3.121 0.01 0.05 -0.01 0.00
H 4.585 0.824 0.138 0.01 -0.01 0.00 0.00
H 2.931 2.954 1.600 0.02 -0.01 0.00 0.00
H 2.462 2.261 0.063 -0.03 0.01 -0.10 0.00
H 3.971 3.182 0.185 -0.02 0.00 0.01 0.00
H 4.621 1.752 3.072 0.00 0.00 -0.01 0.00
H 5.732 2.303 1.826 0.00 0.00 0.00 0.00
H 5.758 0.617 2.327 -0.02 0.00 -0.01 0.00
H 2.726 -2.186 2.315 -0.01 -0.04 0.02 0.00
H 5.622 -1.453 1.604 -0.01 0.00 0.00 0.00
H 4.512 -2.369 0.578 0.00 0.02 0.08 0.00
H 5.045 -3.030 2.128 -0.01 0.00 0.01 0.00
H 4.713 -0.502 3.930 0.00 -0.01 -0.01 0.00
H 4.120 -2.110 4.307 0.01 0.00 0.01 0.00
H 3.008 -0.753 4.338 0.00 -0.02 -0.02 0.00
H 1.113 1.417 4.666 0.03 0.01 0.00 0.00
H 0.226 2.990 6.232 0.00 0.02 -0.02 0.00
H -1.588 4.567 5.606 0.00 -0.02 0.00 0.00
H -2.649 4.323 3.365 -0.02 0.01 -0.03 0.00
H -4.300 3.815 1.552 0.00 -0.01 0.03 0.00
H -4.697 5.940 0.329 0.01 -0.01 -0.01 0.00
H -2.898 6.838 -1.127 0.00 -0.01 0.01 0.00
H -0.846 5.627 -1.467 0.00 0.01 0.01 0.00
H -3.761 2.162 3.671 -0.02 0.01 0.00 0.00
H -5.776 0.714 3.644 0.00 -0.01 -0.01 0.00
H -6.226 -0.706 1.666 0.01 0.01 0.02 0.00
H -4.643 -0.824 -0.179 -0.02 0.01 0.02 0.00
H -3.113 -0.114 -1.983 -0.05 -0.01 0.01 0.00
H -2.842 -1.351 -0.787 0.08 -0.05 0.04 0.01
H -0.003 -3.197 -2.286 0.08 0.02 0.06 0.00
H -0.898 -2.509 0.556 0.03 0.00 -0.04 0.14
H 0.726 -2.893 0.013 0.05 -0.01 0.01 -0.02
H -0.500 -4.151 0.042 -0.04 0.03 0.02 0.01
H -2.863 -3.265 -1.194 0.00 0.01 0.02 0.00
H -1.852 -4.624 -1.640 -0.02 -0.01 -0.01 0.00
H -2.410 -3.523 -2.880 0.06 -0.04 0.06 0.00
H -0.886 -0.068 -4.230 -0.02 -0.01 -0.01 0.00
H -0.567 -3.085 -4.489 -0.01 0.02 -0.01 0.00
H 0.809 -2.018 -4.227 0.02 0.04 0.01 0.00
H -0.179 -1.834 -5.663 -0.04 0.00 0.01 0.00
H -2.983 -2.301 -4.033 0.01 0.04 -0.06 0.00
H -2.573 -1.409 -5.480 0.00 0.04 0.00 0.00
H -3.305 -0.580 -4.122 -0.02 -0.06 0.01 0.00
H 2.306 2.380 -3.850 0.00 -0.02 -0.02 0.00
H 0.801 4.599 -5.275 0.01 0.00 0.01 0.00
H 2.525 4.298 -5.166 -0.01 -0.01 0.00 0.00
H 1.651 4.852 -3.748 0.00 -0.02 0.00 0.00
H 0.158 2.265 -6.019 0.02 -0.01 0.01 0.00
H 0.940 0.846 -5.305 0.02 0.00 0.01 0.00
H 1.884 1.994 -6.246 0.00 0.02 0.01 0.00
C -3.287 -4.743 1.941 0.00 -0.03 -0.01 0.00
C -2.965 -3.338 2.400 0.04 -0.03 0.00 0.02
C -4.018 -2.765 3.323 0.04 -0.09 0.09 0.02
O -1.663 -3.436 3.060 -0.21 0.01 0.08 0.13
P -0.748 -2.150 3.347 0.27 -0.07 -0.23 0.25
S -1.204 -0.929 4.766 -0.26 0.10 0.24 0.40
S 2.096 -0.966 -0.219 0.17 -0.46 -0.29 -0.02
O 0.700 -2.803 3.528 0.02 -0.14 -0.33 0.11
C 1.082 -4.142 3.977 0.03 0.04 0.22 0.02
C 0.391 -4.479 5.284 0.01 -0.04 -0.01 0.01
C 0.896 -5.176 2.888 -0.08 0.03 -0.02 -0.01
H -4.224 -4.746 1.382 0.00 0.00 0.01 0.00
H -3.398 -5.405 2.801 0.00 0.01 -0.01 0.00
H -2.499 -5.139 1.299 0.00 0.03 0.00 0.00
H -2.839 -2.687 1.527 -0.01 0.07 0.05 0.00
H -4.101 -3.375 4.225 0.00 -0.03 -0.02 -0.01
H -4.979 -2.769 2.806 0.02 -0.01 0.04 0.00
H -3.795 -1.742 3.618 0.03 0.00 -0.04 0.00
H 2.151 -4.025 4.165 0.00 0.07 0.00 0.00
H -0.652 -4.749 5.125 -0.02 0.01 -0.02 0.00
H 0.433 -3.634 5.971 0.03 -0.01 0.00 0.00
H 0.901 -5.324 5.750 -0.05 -0.02 -0.01 0.00
H -0.161 -5.355 2.694 0.02 0.01 -0.01 0.00
H 1.353 -6.115 3.206 0.01 0.01 0.01 0.00
H 1.382 -4.855 1.965 0.01 0.01 -0.02 0.00
F 6.206 -4.140 -1.651 0.06 -0.07 0.04 0.00
C 5.333 -3.180 -2.016 -0.02 0.00 -0.03 0.00
C 5.758 -1.868 -2.056 -0.02 0.03 0.02 0.00
C 4.848 -0.886 -2.422 -0.05 -0.07 0.01 0.00
C 3.524 -1.193 -2.749 0.18 0.04 -0.17 0.00
C 2.577 -0.123 -3.105 -0.78 0.31 0.15 0.00
C 3.150 -2.539 -2.706 0.13 0.02 -0.01 0.00
C 4.040 -3.537 -2.340 0.00 0.05 -0.02 0.00
H 6.784 -1.629 -1.809 -0.01 -0.01 -0.01 0.00
H 5.176 0.147 -2.463 0.00 0.00 -0.01 0.00
H 1.841 -0.439 -3.842 0.30 -0.04 -0.40 0.00
H 3.077 0.770 -3.457 0.17 -0.02 -0.10 0.00
H 2.133 -2.818 -2.952 0.00 -0.02 0.02 0.00
H 3.748 -4.579 -2.310 0.00 0.01 0.00 0.00

No. 2
156
Properties=species:S:1:pos:R:3:forces:R:3:mulliken_charge:R:1 method="wB97M-V/def2-TZVPD" smiles="COCCCCCCOC(=O)OCCCCCCCCCCCCn1cccc1.CCCC#N.CCCC#N.CCCC#N.CCCC#N.CCCC#N.CCCC#N.CCCC#N" homo_ha=-0.308 homo_lumo_gap_ev=8.7305 multiplicity=1 charge=0
C -0.566 6.156 -4.070 0.23 -0.28 0.51 -0.88
O -0.467 4.858 -3.502 0.40 0.16 -0.23 -0.32
C -0.574 3.813 -4.453 -0.64 0.49 0.17 -0.66
C -2.024 3.459 -4.674 0.43 -0.07 0.71 -0.59
C -2.710 3.213 -3.308 -0.25 -0.15 -0.85 0.15
C -3.694 2.071 -3.457 -0.06 -0.49 -0.42 -1.37
C -3.092 0.663 -3.615 -0.08 0.16 0.85 -0.42
C -2.582 0.016 -2.299 -0.82 0.71 -1.41 0.82
O -2.542 -1.403 -2.579 2.18 -0.09 0.76 -0.22
C -1.424 -2.115 -2.207 -0.54 -1.89 0.27 0.23
O -1.554 -3.253 -1.809 -0.76 0.64 -0.49 -0.51
O -0.165 -1.624 -2.310 -1.23 1.13 0.75 -0.13
C 0.434 -1.685 -0.962 1.23 -0.11 0.50 0.85
C 1.824 -2.349 -0.919 -0.74 0.46 -0.52 -0.82
C 2.754 -2.030 -2.079 0.77 -0.11 0.57 -0.83
C 3.809 -0.964 -1.683 0.08 -0.68 -0.70 -0.81
C 3.548 0.373 -2.296 -0.13 -0.05 -0.44 -1.36
C 2.299 1.020 -1.742 0.64 0.33 0.58 0.22
C 2.275 1.158 -0.210 -1.02 -0.81 -1.01 0.49
C 0.953 1.789 0.205 0.25 0.60 0.65 -0.28
C 0.969 2.429 1.611 -0.11 -0.02 -0.67 -0.09
C 0.492 3.897 1.640 0.37 -0.66 1.01 -1.01
C -0.763 4.063 2.495 0.11 0.82 -0.47 -1.17
C -2.053 3.795 1.729 0.19 -0.33 0.07 -0.32
N -2.537 2.430 1.883 -0.04 0.41 -0.26 0.51
C -3.198 1.749 0.916 -0.13 0.81 -1.32 -0.88
C -3.482 0.509 1.337 -0.23 -1.52 0.74 -0.59
C -2.978 0.409 2.657 -0.42 -0.72 0.01 -0.89
C -2.428 1.601 2.949 0.67 0.74 0.96 -0.69
H -1.367 6.691 -3.570 -0.26 0.16 -0.14 0.28
H -0.723 6.109 -5.143 -0.19 0.11 -0.18 0.40
H 0.360 6.694 -3.877 0.16 0.10 -0.05 0.25
H -0.070 4.074 -5.382 0.24 -0.05 -0.10 0.48
H -0.143 2.944 -4.009 0.86 -0.57 0.32 0.15
H -2.505 4.269 -5.213 -0.36 -0.08 -0.20 0.38
H -2.035 2.538 -5.250 -0.19 0.03 -0.39 0.39
H -3.250 4.124 -3.078 -0.01 0.13 0.52 0.45
H -1.996 2.989 -2.523 0.29 0.21 0.16 -0.25
H -4.232 2.285 -4.380 -0.35 -0.11 -0.07 0.38
H -4.444 2.030 -2.670 -0.04 0.13 0.27 0.52
H -2.351 0.617 -4.409 0.26 -0.01 0.02 0.21
H -3.911 0.016 -3.918 -0.07 -0.17 -0.16 0.31
H -1.667 0.430 -1.892 0.45 -0.25 -0.23 -0.32
H -3.354 0.209 -1.558 -0.08 -0.41 0.25 -0.19
H 0.471 -0.678 -0.565 0.07 0.24 -0.37 -1.28
H -0.196 -2.230 -0.271 -0.36 -0.17 -0.24 0.99
H 1.675 -3.413 -0.765 0.03 -0.28 -0.27 0.31
H 2.307 -1.991 -0.017 -0.17 -0.11 -0.07 0.27
H 2.216 -1.778 -2.988 -0.09 0.19 -0.18 0.37
H 3.335 -2.921 -2.299 -0.13 -0.31 -0.16 0.39
H 3.868 -0.871 -0.612 0.13 -0.13 0.35 0.28
H 4.783 -1.312 -2.020 0.21 -0.04 -0.01 0.59
H 3.430 0.212 -3.368 -0.04 0.16 -0.24 0.01
H 4.421 1.016 -2.205 0.06 0.23 0.27 0.53
H 1.404 0.522 -2.107 -0.18 -0.12 -0.02 -0.33
H 2.293 2.022 -2.112 -0.39 0.90 -0.55 0.85
H 2.303 0.154 0.202 0.34 0.00 0.47 0.05
H 3.147 1.703 0.129 0.08 0.20 0.14 0.14
H 0.690 2.563 -0.516 -0.06 0.11 -0.19 0.08
H 0.150 1.056 0.183 -0.10 -0.12 -0.18 -0.39
H 1.976 2.372 2.016 0.16 -0.05 0.04 -0.14
H 0.341 1.841 2.272 -0.05 -0.14 0.19 0.47
H 0.372 4.295 0.638 -0.11 0.15 -0.15 0.49
H 1.277 4.460 2.137 0.13 0.35 -0.11 0.44
H -0.641 3.444 3.375 -0.22 -0.12 0.20 0.48
H -0.800 5.088 2.855 -0.08 0.20 0.06 0.43
H -1.841 3.926 0.673 -0.02 0.01 -0.26 0.24
H -2.828 4.519 1.959 -0.23 -0.01 0.36 0.36
H -3.442 2.182 -0.035 0.12 0.35 -0.17 0.51
H -3.977 -0.279 0.807 -0.18 -0.07 -0.28 0.72
H -3.007 -0.407 3.351 -0.07 -0.37 -0.01 0.60
H -1.962 1.896 3.865 0.19 0.20 0.18 0.58
C -0.141 -4.194 4.590 0.11 -0.17 -0.03 -1.18
C -0.717 -4.509 3.217 -0.06 -0.01 0.24 -0.38
C 0.349 -4.629 2.121 -0.25 0.12 0.05 -0.42
C 1.087 -3.372 1.993 0.30 0.23 0.04 0.34
N 1.661 -2.378 1.910 -0.37 -0.33 0.61 -0.46
H 0.368 -3.231 4.597 0.00 0.01 0.00 0.34
H -0.936 -4.144 5.327 0.01 0.02 0.04 0.33
H 0.570 -4.962 4.908 0.02 0.00 -0.06 0.35
H -1.427 -3.725 2.945 -0.01 -0.03 -0.09 0.18
H -1.275 -5.446 3.265 0.01 -0.02 -0.11 0.37
H -0.121 -4.859 1.163 0.08 0.02 -0.06 0.14
H 1.057 -5.427 2.349 0.03 0.01 0.01 0.44
C -3.135 -5.362 -3.857 -0.10 -0.09 0.02 -1.17
C -1.790 -5.373 -4.569 -0.07 0.09 0.23 -0.03
C -1.894 -5.695 -6.064 0.03 -0.06 0.26 -0.56
C -2.478 -7.022 -6.276 -0.15 -0.28 -0.23 0.22
N -2.941 -8.063 -6.433 0.14 0.30 0.08 -0.44
H -3.613 -6.343 -3.895 -0.02 0.01 -0.11 0.49
H -3.012 -5.099 -2.807 0.06 0.10 -0.03 0.29
H -3.809 -4.631 -4.310 -0.01 0.00 0.00 0.28
H -1.141 -6.102 -4.082 0.09 0.02 -0.07 0.34
H -1.320 -4.396 -4.452 0.07 -0.03 -0.05 -0.08
H -0.906 -5.676 -6.525 -0.02 -0.01 -0.07 0.37
H -2.517 -4.957 -6.571 -0.02 -0.01 -0.03 0.28
C 1.964 0.540 -6.477 0.00 0.02 -0.04 -0.78
C 2.577 -0.007 -7.763 -0.19 0.14 0.14 -0.62
C 3.537 -1.177 -7.513 -0.07 0.22 -0.05 -0.41
C 4.652 -0.759 -6.661 0.32 -0.04 0.22 0.25
N 5.520 -0.412 -5.991 -0.25 -0.07 -0.19 -0.45
H 2.728 0.943 -5.810 0.01 -0.05 0.01 0.30
H 1.268 1.348 -6.702 -0.02 -0.02 0.01 0.29
H 1.418 -0.238 -5.939 0.01 0.01 0.03 0.20
H 3.106 0.796 -8.279 0.05 -0.06 -0.05 0.33
H 1.779 -0.344 -8.427 0.06 -0.07 -0.05 0.35
H 3.940 -1.547 -8.455 0.03 -0.05 0.02 0.31
H 3.014 -2.000 -7.023 0.02 -0.02 0.03 0.25
C 4.514 2.476 4.111 -0.02 -0.11 0.03 -1.06
C 5.945 2.520 3.590 -0.15 0.08 0.20 -0.38
C 6.026 2.388 2.066 0.04 -0.09 0.23 -0.61
C 5.460 1.113 1.625 -0.10 -0.28 -0.25 0.24
N 5.005 0.109 1.293 0.25 0.28 0.23 -0.44
H 4.033 1.522 3.888 0.02 0.01 -0.09 0.39
H 4.503 2.604 5.193 -0.02 0.10 -0.01 0.29
H 3.912 3.274 3.672 -0.01 0.01 0.02 0.19
H 6.523 1.719 4.057 0.05 -0.01 -0.07 0.27
H 6.405 3.463 3.890 0.04 0.00 -0.06 0.32
H 7.063 2.440 1.732 -0.01 0.01 -0.08 0.40
H 5.476 3.199 1.584 -0.02 -0.01 -0.04 0.33
C 6.020 1.080 8.036 0.04 -0.01 -0.02 -0.96
C 7.383 1.762 7.998 -0.15 -0.20 0.00 -0.39
C 7.315 3.253 8.354 0.03 -0.20 -0.15 -0.42
C 6.463 3.974 7.407 -0.17 0.31 -0.15 0.28
N 5.792 4.526 6.652 0.21 -0.19 0.20 -0.43
H 5.337 1.510 7.302 -0.01 0.04 0.03 0.19
H 6.118 0.020 7.806 -0.01 -0.01 0.02 0.32
H 5.562 1.171 9.023 -0.02 0.00 0.00 0.34
H 7.816 1.644 7.003 0.06 0.07 0.02 0.26
H 8.054 1.265 8.700 0.06 0.09 0.01 0.31
H 8.311 3.694 8.327 -0.01 0.07 0.02 0.28
H 6.913 3.388 9.358 -0.02 0.03 0.01 0.28
C -5.918 -2.576 -1.994 -0.02 0.09 -0.01 -0.87
C -6.357 -4.028 -2.123 0.22 0.08 0.13 -0.05
C -7.719 -4.202 -2.803 0.16 0.07 0.21 -0.55
C -8.774 -3.529 -2.042 -0.39 0.09 0.04 0.21
N -9.602 -3.004 -1.440 0.29 -0.14 -0.15 -0.45
H -6.605 -1.996 -1.376 -0.08 -0.03 -0.05 0.46
H -4.933 -2.512 -1.532 0.05 -0.04 -0.08 0.11
H -5.860 -2.105 -2.978 0.03 0.05 0.02 0.27
H -6.389 -4.475 -1.127 -0.05 -0.10 -0.04 0.36
H -5.608 -4.574 -2.696 -0.07 -0.08 -0.01 -0.13
H -7.970 -5.260 -2.882 -0.06 0.00 -0.04 0.36
H -7.698 -3.785 -3.812 -0.03 0.01 -0.02 0.28
C -2.736 1.482 7.137 -0.02 0.01 -0.04 -1.20
C -4.002 0.717 6.772 0.12 0.20 0.00 -0.22
C -3.967 -0.749 7.223 0.01 0.21 -0.16 -0.52
C -2.854 -1.461 6.592 0.20 -0.29 -0.11 0.22
N -1.979 -2.007 6.081 -0.34 0.30 0.19 -0.35
H -1.858 1.061 6.643 0.00 -0.06 0.03 0.31
H -2.817 2.523 6.825 -0.01 0.01 0.03 0.32
H -2.562 1.464 8.215 0.03 0.01 0.00 0.38
H -4.150 0.764 5.692 -0.06 -0.07 -0.02 0.15
H -4.863 1.204 7.233 -0.05 -0.09 0.01 0.33
H -4.896 -1.251 6.952 0.01 -0.07 0.02 0.29
H -3.851 -0.815 8.306 0.02 -0.03 0.02 0.33

Energy above the lowest of the compared OMol25 structures with the same formula, charge and spin across the listed records, respectively: 2.248; 0.000 eV.
Max |F| across the listed records, respectively: 1.288; 2.312 eV Å⁻¹.